# 1
The following is a DFT calculation (ωB97M-V/def2-TZVPD) of a cluster of 11 separate species, C41H84O17S in total.

The geometry in ORCA input format:
```
! wB97M-V def2-TZVPD RIJCOSX def2/J DEFGRID3
* xyz 0 1
C 2.893 -3.346 0.879
C 2.219 -2.369 1.859
C 3.051 -2.564 3.141
O 3.723 -3.811 2.987
C 4.100 -3.901 1.618
H 3.240 -2.752 0.027
H 2.288 -4.154 0.467
H 1.171 -2.580 2.070
H 2.312 -1.365 1.444
H 2.445 -2.636 4.047
H 3.813 -1.815 3.367
H 4.280 -4.964 1.456
H 4.999 -3.283 1.504
C -5.197 -0.931 3.027
C -3.863 -0.945 2.307
C -3.426 -2.436 2.569
O -4.013 -2.786 3.816
C -4.989 -1.851 4.231
H -6.026 -1.325 2.433
H -5.491 0.094 3.260
H -3.218 -0.147 2.677
H -3.876 -0.789 1.228
H -2.350 -2.531 2.439
H -3.970 -3.032 1.833
H -4.656 -1.286 5.110
H -5.882 -2.409 4.515
C -0.967 -0.136 5.042
C -0.283 -1.286 5.798
C -1.323 -1.538 6.908
O -1.474 -0.190 7.395
C -1.631 0.608 6.228
H -1.771 -0.563 4.441
H -0.252 0.440 4.463
H 0.604 -0.893 6.290
H -0.168 -2.254 5.307
H -0.918 -2.066 7.770
H -2.239 -2.012 6.546
H -1.252 1.608 6.462
H -2.702 0.802 6.083
C 0.579 -0.491 -5.148
C 0.432 0.010 -6.565
C 1.109 1.369 -6.580
O 2.097 1.279 -5.518
C 1.952 0.070 -4.776
H 0.534 -1.579 -5.195
H -0.130 -0.091 -4.419
H -0.611 -0.012 -6.890
H 0.925 -0.687 -7.249
H 0.407 2.164 -6.335
H 1.714 1.490 -7.476
H 2.075 0.222 -3.703
H 2.715 -0.644 -5.109
C -0.765 1.015 -0.029
C -0.839 0.488 -1.507
C -1.787 -0.720 -1.250
O -1.584 -1.169 0.064
C -0.739 -0.266 0.756
H -1.650 1.615 0.215
H 0.059 1.674 0.255
H 0.203 0.263 -1.744
H -1.314 1.131 -2.242
H -1.564 -1.483 -1.996
H -2.821 -0.364 -1.309
H 0.243 -0.754 0.655
H -0.890 -0.226 1.836
C 1.809 2.194 3.481
C 2.691 2.997 2.560
C 2.856 4.318 3.366
O 2.688 3.960 4.746
C 1.649 2.963 4.779
H 2.199 1.208 3.760
H 0.849 1.905 3.043
H 2.104 3.206 1.660
H 3.609 2.557 2.188
H 2.063 5.009 3.077
H 3.866 4.703 3.259
H 0.697 3.499 4.909
H 1.658 2.351 5.683
C 2.376 -3.291 -3.173
C 3.477 -4.304 -2.870
C 2.704 -5.608 -2.795
O 1.551 -5.190 -2.045
C 1.111 -3.926 -2.575
H 2.325 -3.256 -4.265
H 2.696 -2.297 -2.859
H 3.986 -4.227 -1.907
H 4.292 -4.321 -3.599
H 3.282 -6.362 -2.264
H 2.316 -6.031 -3.727
H 0.664 -3.289 -1.814
H 0.376 -4.159 -3.349
C 1.017 4.210 -3.740
C 1.770 5.432 -3.278
C 1.106 5.811 -1.957
O 0.475 4.615 -1.487
C 0.027 3.876 -2.633
H 1.658 3.389 -4.087
H 0.472 4.293 -4.689
H 1.643 6.283 -3.956
H 2.851 5.308 -3.232
H 0.349 6.596 -2.037
H 1.847 6.045 -1.192
H -0.922 4.310 -2.971
H -0.053 2.823 -2.385
O 4.937 -0.014 2.357
S 5.522 0.162 1.051
O 5.760 -0.961 0.171
O 4.672 1.328 0.274
C 4.239 1.100 -1.080
C 3.357 2.292 -1.398
C 7.142 0.944 1.189
H 3.651 0.179 -1.141
H 5.089 0.959 -1.749
H 2.964 2.045 -2.389
H 3.947 3.205 -1.491
H 2.581 2.490 -0.664
H 7.636 0.465 2.026
H 6.990 2.018 1.223
H 7.569 0.648 0.233
C -6.178 -3.708 -2.912
O -5.348 -4.103 -1.820
C -4.044 -3.878 -1.899
O -3.524 -3.102 -2.658
O -3.446 -4.566 -0.929
C -2.189 -4.077 -0.489
H -5.613 -3.752 -3.839
H -6.541 -2.698 -2.713
H -7.038 -4.371 -2.878
H -1.612 -4.915 -0.100
H -2.340 -3.442 0.378
H -1.528 -3.510 -1.136
C -7.911 4.415 -0.551
O -6.779 4.222 -1.393
C -5.648 3.786 -0.862
O -5.399 3.640 0.303
O -4.772 3.658 -1.863
C -3.536 3.064 -1.490
H -7.805 3.967 0.435
H -8.791 4.000 -1.034
H -8.025 5.493 -0.446
H -3.777 2.221 -0.837
H -2.842 3.704 -0.949
H -3.055 2.580 -2.336
*
```

Its maximum force is 2.400 eV Å⁻¹. The SMILES is CCOS(C)(=O)=O.COC(=O)OC.COC(=O)OC.C1CCOC1.C1CCOC1.C1CCOC1.C1CCOC1.C1CCOC1.C1CCOC1.C1CCOC1.C1CCOC1. The calculation puts the total energy at -89515.867 eV. The value obtained for the highest occupied orbital energy is -9.107 eV. The value obtained for the relative energy (zero: lowest compared OMol25 entry of this formula, charge and spin) is 0.000 eV.

# 2
The following is a DFT calculation (ωB97M-V/def2-TZVPD) of a cluster of 11 separate species, C5H29NO12 in total.

The geometry in ORCA input format:
```
! wB97M-V def2-TZVPD RIJCOSX def2/J DEFGRID3
* xyz 0 1
O -0.033 3.955 2.577
C -0.342 3.107 1.774
O -0.885 3.616 0.565
C 0.139 1.660 1.733
C 0.404 1.375 3.248
C 1.485 0.407 3.458
C 2.625 0.219 2.693
N -0.936 0.801 1.261
H -0.617 4.511 0.410
H 1.089 1.593 1.171
H -0.589 1.140 3.869
H 0.593 2.400 3.623
H 1.337 -0.115 4.423
H 2.916 0.900 1.892
H 3.484 -0.515 2.794
H -0.933 -0.108 1.662
H -1.013 0.496 0.180
H 2.345 0.022 -0.805
H 3.492 0.990 -1.183
O 2.902 0.757 -0.485
H 1.589 2.836 -1.671
H 2.927 3.202 -1.813
O 2.297 2.505 -2.130
H 1.718 -2.312 -3.370
H 1.908 -0.782 -3.182
O 1.651 -1.683 -2.670
H -3.683 0.538 -0.786
H -3.948 0.032 -2.208
O -4.382 0.398 -1.329
H -0.968 -1.077 -4.131
H -1.337 -1.919 -2.888
O -1.418 -1.028 -3.317
H -2.482 -2.667 1.974
H -1.844 -4.078 2.603
O -1.824 -3.461 1.844
H -4.359 -1.056 0.421
H -4.212 -2.688 0.546
O -3.861 -1.877 0.769
H 0.495 -1.643 1.229
H -0.382 -2.932 1.188
O 0.121 -2.244 0.735
H -0.532 -2.365 -0.890
H 0.357 -2.539 -2.112
O -0.497 -2.841 -1.782
H 1.938 1.244 -3.359
H 1.277 0.685 -4.542
O 1.987 0.538 -3.989
*
```

Its maximum force is 7.117 eV Å⁻¹. The SMILES is C=CC[C@@H](N)C(=O)O.O.O.O.O.O.O.O.O.O.O. The calculation puts the total energy at -31712.671 eV. The value obtained for the highest occupied orbital energy is -9.248 eV. The value obtained for the relative energy (zero: lowest compared OMol25 entry of this formula, charge and spin) is 5.710 eV.

# 3
The following is a DFT calculation (ωB97M-V/def2-TZVPD) of a structure of composition C25H36IrN9O2.

The geometry in ORCA input format:
```
! wB97M-V def2-TZVPD RIJCOSX def2/J DEFGRID3
* xyz 3 2
Ir 1.359 0.637 0.695
C 5.726 -1.018 -0.020
N 5.276 -0.702 1.346
C 6.290 -0.668 2.417
C 4.017 -0.392 1.582
N 3.106 -0.246 0.624
N 3.636 -0.241 2.905
C 2.374 -0.002 3.389
N 2.186 -0.222 4.681
N 1.402 0.446 2.617
H 6.638 -1.602 0.055
H 5.930 -0.109 -0.586
H 4.992 -1.640 -0.531
H 7.268 -0.738 1.953
H 6.184 -1.520 3.092
H 6.247 0.275 2.962
H 3.486 -0.383 -0.305
H 4.336 -0.493 3.590
H 2.913 -0.578 5.283
H 1.299 -0.022 5.121
H 0.504 0.535 3.083
O -0.509 1.552 0.682
C -1.101 0.435 0.427
N -2.345 0.090 0.251
C -2.435 -1.378 0.047
C -0.925 -1.786 0.118
O -0.431 -2.858 0.016
N -0.218 -0.572 0.335
C -3.058 -1.739 -1.292
C -2.813 -2.999 -1.854
C -3.447 -3.367 -3.025
C -4.334 -2.495 -3.646
C -4.595 -1.245 -3.086
C -3.959 -0.872 -1.919
C -3.268 -2.065 1.143
C -4.249 -1.352 1.822
C -5.048 -1.982 2.767
C -4.879 -3.333 3.022
C -3.917 -4.049 2.329
C -3.113 -3.424 1.385
H -3.118 0.730 0.340
H -2.118 -3.677 -1.378
H -3.253 -4.338 -3.461
H -4.825 -2.785 -4.565
H -5.308 -0.584 -3.559
H -4.195 0.091 -1.483
H -4.416 -0.298 1.637
H -5.810 -1.421 3.290
H -5.499 -3.825 3.759
H -3.789 -5.106 2.517
H -2.360 -3.998 0.863
C -0.116 0.876 -2.820
C 1.199 1.491 -2.370
N 1.093 2.882 -1.891
C 0.517 3.843 -2.872
C -0.948 4.159 -2.610
C 1.555 3.282 -0.735
C 1.567 4.738 -0.378
N 2.104 2.414 0.148
H 0.068 -0.138 -3.173
H -0.549 1.433 -3.648
H -0.853 0.830 -2.022
H 1.906 1.498 -3.203
H 1.671 0.891 -1.571
H 0.645 3.382 -3.850
H 1.124 4.744 -2.876
H -1.589 3.304 -2.817
H -1.261 4.976 -3.258
H -1.120 4.468 -1.579
H 2.117 5.322 -1.115
H 2.022 4.891 0.597
H 0.547 5.119 -0.338
H 2.469 2.925 0.945
*
```

Its maximum force is 1.485 eV Å⁻¹. The calculation puts the total energy at -46829.713 eV. The value obtained for the highest occupied orbital energy (spin up / spin down) is -15.272 / -15.257 eV. The value obtained for the relative energy (zero: lowest compared OMol25 entry of this formula, charge and spin) is 0.655 eV.

# 4
The following is a DFT calculation (ωB97M-V/def2-TZVPD) of an isolated molecule of C9H11NO3S2.

The geometry in ORCA input format:
```
! wB97M-V def2-TZVPD RIJCOSX def2/J DEFGRID3
* xyz 0 1
C -3.540 0.330 0.377
C -3.544 -1.079 0.179
C -2.382 1.094 0.180
C -2.434 -1.728 -0.230
C -1.243 0.414 -0.315
C -1.269 -1.019 -0.433
C 0.153 1.020 -0.606
C 1.241 -0.100 -0.710
C 3.327 0.870 -1.587
N 0.726 -0.909 1.870
O 3.215 -1.240 1.170
O 2.405 1.050 1.482
O 2.251 -0.041 -1.705
S 0.376 -1.671 -0.971
S 2.052 -0.319 1.007
H -4.337 0.988 0.700
H -4.425 -1.680 0.492
H -2.393 2.094 0.539
H -2.584 -2.794 -0.369
H -0.174 1.704 -1.482
H 0.494 1.791 0.145
H 4.174 0.289 -1.924
H 3.468 1.171 -0.587
H 3.125 1.722 -2.230
H 0.352 -0.262 2.579
H 0.965 -1.694 2.429
*
```

Its maximum force is 4.472 eV Å⁻¹. The SMILES is CO[C@@]1(S(N)(=O)=O)Cc2ccccc2S1. The calculation puts the total energy at -38812.059 eV. The value obtained for the highest occupied orbital energy is -8.531 eV. The value obtained for the relative energy (zero: lowest compared OMol25 entry of this formula, charge and spin) is 0.000 eV.

# 5
The following is a DFT calculation (ωB97M-V/def2-TZVPD) of an isolated molecule of C5H7NO.

The geometry in ORCA input format:
```
! wB97M-V def2-TZVPD RIJCOSX def2/J DEFGRID3
* xyz 0 1
C -1.484 0.565 -0.550
C 0.735 0.912 1.481
C 0.573 1.753 0.224
C 0.721 0.240 0.076
C -0.530 -1.686 -0.899
N -0.509 -0.330 -0.438
O -2.634 0.830 -0.701
H 1.701 0.844 1.870
H 0.154 0.834 2.314
H 0.991 2.629 -0.145
H 1.604 -0.346 -0.352
H -1.276 -1.974 -1.554
H 0.452 -1.830 -1.327
H -0.499 -2.441 0.001
*
```

Its maximum force is 5.212 eV Å⁻¹. The calculation puts the total energy at -8830.721 eV. The value obtained for the highest occupied orbital energy (spin up / spin down) is -7.830 / -7.295 eV. The value obtained for the relative energy (zero: lowest compared OMol25 entry of this formula, charge and spin) is 5.482 eV.

# 6
The following is a DFT calculation (ωB97M-V/def2-TZVPD) of the ion C25H39IN2O3P with charge +1.

The geometry in ORCA input format:
```
! wB97M-V def2-TZVPD RIJCOSX def2/J DEFGRID3
* xyz 1 1
C -4.371 -2.780 0.098
C -4.307 -1.614 -0.268
C -4.169 -0.089 -0.651
C -3.042 0.488 0.333
C -2.677 2.025 0.035
C -1.186 2.225 -0.451
C -0.825 2.435 -1.919
C -1.917 2.433 -3.043
I -1.837 0.614 -4.286
C -1.908 3.775 -3.946
C -3.358 3.844 -4.663
C 0.690 2.608 -2.180
P 1.305 2.847 -3.968
O 1.206 4.302 -4.362
N 1.656 2.607 -1.215
N 1.261 2.406 0.024
C 2.373 2.374 1.045
C 2.466 3.696 1.901
C 2.972 3.562 3.187
C -0.014 2.217 0.545
C -0.359 1.953 2.048
C -0.469 0.349 2.303
C 0.816 -0.223 3.090
C 0.550 -1.629 3.786
C -0.072 -2.609 2.703
C 0.869 -2.900 1.455
C 0.718 -4.416 0.919
C 2.047 -5.270 1.064
O 2.270 -6.138 -0.103
C 3.144 -5.512 -1.014
C 4.694 -5.849 -1.106
O 2.670 -4.674 -1.770
H -4.219 -3.706 0.716
H -3.754 -0.024 -1.710
H -5.149 0.462 -0.566
H -2.127 -0.157 0.154
H -3.425 0.404 1.401
H -2.857 2.602 1.001
H -3.442 2.419 -0.698
H -2.959 2.406 -2.589
H -1.730 4.662 -3.262
H -1.162 3.703 -4.784
H -3.186 3.774 -5.789
H -3.903 4.807 -4.459
H -3.970 2.917 -4.409
H 2.703 2.499 -3.930
H 0.692 1.930 -4.869
H 3.359 2.262 0.483
H 2.300 1.479 1.722
H 2.154 4.724 1.572
H 2.841 4.340 3.986
H 3.494 2.587 3.452
H 0.409 2.327 2.783
H -1.352 2.402 2.363
H -0.426 -0.131 1.280
H -1.403 0.109 2.885
H 1.597 -0.405 2.273
H 1.251 0.567 3.778
H -0.154 -1.444 4.655
H 1.554 -2.039 4.113
H -1.101 -2.284 2.337
H -0.255 -3.603 3.236
H 0.509 -2.251 0.588
H 1.970 -2.711 1.650
H -0.125 -4.963 1.443
H 0.442 -4.409 -0.186
H 2.981 -4.634 1.165
H 1.999 -5.986 1.950
H 4.994 -6.650 -0.358
H 5.009 -6.149 -2.148
H 5.251 -4.896 -0.822
*
```

Its maximum force is 3.457 eV Å⁻¹. The SMILES is C#CCCCc1c([C@H](I)CC)c([PH2]=O)n[n+](CC=C)c1CCCCCCCCOC(C)=O. The calculation puts the total energy at -53055.198 eV. The value obtained for the highest occupied orbital energy is -11.959 eV.

# 7
The following is a DFT calculation (ωB97M-V/def2-TZVPD) of a structure of composition C14H24HgN4O5.

The geometry in ORCA input format:
```
! wB97M-V def2-TZVPD RIJCOSX def2/J DEFGRID3
* xyz 0 1
O 3.154 1.243 -1.727
H 3.647 1.537 -2.539
Hg 0.362 0.939 -0.518
N -1.947 0.298 -1.570
N 0.632 -0.501 -2.417
O -3.265 0.510 -1.389
O 1.666 -0.912 -2.977
C -1.811 -0.649 -2.482
C -0.528 -1.043 -2.933
C -3.060 -1.128 -3.039
C -0.166 -1.871 -4.080
H -3.609 -0.319 -3.500
H -3.684 -1.532 -2.255
H -2.887 -1.876 -3.780
H 0.528 -2.679 -3.800
H 0.356 -1.269 -4.841
H -1.042 -2.301 -4.533
H -3.457 1.328 -0.834
H 2.602 0.757 -2.255
O 0.501 -1.779 0.254
H 0.232 -2.420 0.929
H 1.117 -2.327 -0.255
C 0.926 2.625 -1.411
H 1.054 3.226 -0.507
H 0.021 2.593 -2.089
H 1.858 2.819 -2.151
O -4.442 2.361 -0.210
H -5.292 2.054 -0.627
H -4.354 3.300 -0.444
N 2.802 0.368 0.998
C 2.366 -0.169 2.180
C 3.156 -1.097 2.872
C 2.733 -1.568 4.102
C 1.542 -1.192 4.642
C 0.643 -0.351 3.934
C -0.633 0.019 4.372
C -1.517 0.724 3.563
C -1.079 0.999 2.211
N 0.153 0.703 1.777
C 1.038 0.134 2.642
H 2.492 1.324 0.681
H 3.709 0.083 0.618
H 4.110 -1.394 2.392
H 3.403 -2.238 4.624
H 1.228 -1.569 5.628
H -0.973 -0.262 5.401
H -2.520 1.059 3.852
H -1.763 1.443 1.490
*
```

Its maximum force is 4.852 eV Å⁻¹. The calculation puts the total energy at -35273.313 eV. The value obtained for the highest occupied orbital energy is -6.358 eV. The value obtained for the relative energy (zero: lowest compared OMol25 entry of this formula, charge and spin) is 0.774 eV.

# 8
The following is a DFT calculation (ωB97M-V/def2-TZVPD) of a cluster of 2 separate species, C2H7BO2 in total.

The geometry in ORCA input format:
```
! wB97M-V def2-TZVPD RIJCOSX def2/J DEFGRID3
* xyz 0 1
B -0.482 -0.108 0.305
C -1.733 0.516 0.877
C 1.803 -0.961 -0.054
O 0.285 0.820 -1.885
O 0.531 -0.833 0.576
H -2.688 -0.109 0.624
H -1.793 1.585 0.355
H -1.616 0.662 1.894
H 1.744 -0.207 -0.806
H 1.726 -1.939 -0.575
H 2.688 -0.828 0.675
H -0.465 1.402 -1.988
*
```

Its maximum force is 4.455 eV Å⁻¹. The calculation puts the total energy at -6956.765 eV. The value obtained for the highest occupied orbital energy is -8.469 eV. The value obtained for the relative energy (zero: lowest compared OMol25 entry of this formula, charge and spin) is 4.457 eV.

# 9
The following is a DFT calculation (ωB97M-V/def2-TZVPD) of a cluster of 2 separate species, H4O2 in total.

The geometry in ORCA input format:
```
! wB97M-V def2-TZVPD RIJCOSX def2/J DEFGRID3
* xyz 0 1
H -1.962 -0.342 0.319
H -1.157 0.946 -0.097
H 0.537 -0.305 -0.083
H 2.203 -0.425 -0.236
O -1.093 -0.008 -0.001
O 1.473 0.133 0.099
*
```

Its maximum force is 3.188 eV Å⁻¹. The SMILES is O.O. The calculation puts the total energy at -4159.649 eV. The value obtained for the highest occupied orbital energy is -10.516 eV. The value obtained for the relative energy (zero: lowest compared OMol25 entry of this formula, charge and spin) is 0.290 eV.

# 10
The following is a DFT calculation (ωB97M-V/def2-TZVPD) of the ion CHClNO2S with charge +1.

The geometry in ORCA input format:
```
! wB97M-V def2-TZVPD RIJCOSX def2/J DEFGRID3
* xyz 1 1
C -1.413 -0.226 -0.176
N -0.749 0.733 0.269
O 2.741 0.399 -0.876
O 0.731 0.424 0.668
S 2.332 0.317 0.461
Cl -1.200 -1.884 -0.328
H -2.443 0.236 -0.018
*
```

Its maximum force is 5.089 eV Å⁻¹. The calculation puts the total energy at -29983.310 eV. The value obtained for the highest occupied orbital energy is -16.488 eV. The value obtained for the relative energy (zero: lowest compared OMol25 entry of this formula, charge and spin) is 2.764 eV.